Formula: C3H7N3O
Source: the Open Molecules 2025 dataset
Level of theory: the ωB97M-V functional and the def2-TZVPD basis

Geometry as XYZ:
```
14
Properties=species:S:1:pos:R:3:forces:R:3:lowdin_charge:R:1
H -1.291 1.637 1.568 -0.648 0.770 -1.243 0.03
N -1.482 2.068 0.618 1.864 -2.056 -0.465 0.07
C -0.895 1.303 -0.262 -0.327 -0.237 0.458 -0.25
N -0.291 0.048 -0.092 0.804 -1.018 2.907 -0.12
C -0.106 -0.635 1.196 0.078 0.250 -0.990 -0.17
N 0.331 -1.851 1.180 -1.025 2.968 -1.642 0.11
H 0.261 -2.178 2.089 0.337 -0.980 2.333 0.01
O 0.312 -0.622 -1.177 -1.666 1.671 1.001 -0.14
C 1.667 -0.226 -1.351 -2.258 0.374 -3.420 -0.06
H -0.826 1.461 -1.345 -0.516 0.798 0.283 0.13
H -0.345 0.027 2.146 0.266 -1.506 -2.049 0.15
H 1.837 0.828 -1.516 -0.289 0.514 0.449 0.09
H 2.223 -0.638 -0.617 2.201 -1.294 2.195 0.04
H 1.747 -0.666 -2.348 1.180 -0.253 0.183 0.11
```
Forces are in eV/Å.

**HOMO-LUMO gap**: 10.1 eV
**Relative energy (zero: lowest compared OMol25 entry of this formula, charge and spin)**: 100.8 kcal per mole
**Energy**: -9738.6629 eV
**Structure (SMILES)**: [H]/N=C\N(/C=N/[H])OC
**Lowest unoccupied orbital energy**: 0.84 eV

Formula: C3H7N3O
Source: the Open Molecules 2025 dataset
Level of theory: the ωB97M-V functional and the def2-TZVPD basis

Geometry as XYZ:
```
14
Properties=species:S:1:pos:R:3:forces:R:3:mulliken_spin:R:1
C 1.090 0.181 -0.602 0.483 5.183 -1.859 0.41
C -1.353 0.041 0.258 -2.948 0.103 -0.537 -0.03
C -0.533 -1.246 0.447 -0.345 1.353 -0.134 -0.01
N -0.473 1.134 0.537 -0.173 0.677 -0.369 0.71
N 0.710 -1.047 -0.336 -0.118 -1.856 -0.241 0.29
N 2.373 0.522 -0.748 -1.930 -5.430 2.346 0.07
O 1.453 -2.022 -0.653 0.460 -1.104 0.371 0.55
H -1.914 -0.051 -0.782 1.422 0.521 1.471 0.00
H -2.310 0.187 0.955 1.960 -0.953 -0.864 0.05
H -0.033 -1.135 1.421 -1.168 -1.150 0.505 0.00
H -1.137 -2.122 0.114 1.113 0.313 0.725 0.00
H -0.784 2.009 0.069 0.295 -0.839 0.246 -0.04
H 3.041 -0.156 -0.391 0.376 -0.068 -0.408 0.01
H 2.747 1.303 -1.118 0.574 3.250 -1.252 -0.01
```
Forces are in eV/Å.

**HOMO-LUMO gap (spin up / spin down)**: 7.6 / 7.1 eV
**Relative energy (zero: lowest compared OMol25 entry of this formula, charge and spin)**: 44.8 kcal per mole
**Energy**: -9735.3447 eV
**2S+1**: 3
**Lowest unoccupied orbital energy (spin up / spin down)**: 1.07 / -1.26 eV

Formula: C3H7N3O2
Source: the Open Molecules 2025 dataset
Level of theory: the ωB97M-V functional and the def2-TZVPD basis

Geometry as XYZ:
```
15
Properties=species:S:1:pos:R:3:forces:R:3:lowdin_charge:R:1
N 1.669 -0.786 -0.469 0.096 -0.321 0.135 0.00
C 1.164 0.578 -0.496 -0.640 0.155 -0.104 -0.20
C 0.393 0.969 0.771 0.043 0.361 -0.138 -0.43
O 0.935 1.665 1.604 -0.005 -0.169 -0.070 0.08
N -0.953 0.686 0.911 -0.034 -0.211 -0.162 0.17
C -1.861 -0.210 0.318 -0.031 0.403 0.334 -0.60
N -1.385 -1.204 -0.438 0.056 -0.068 -0.377 0.19
O -3.045 -0.067 0.548 -0.121 0.157 0.024 0.06
H 2.272 -0.903 -1.275 -0.094 -0.176 -0.090 0.08
H 2.291 -0.881 0.329 -0.121 -0.112 0.055 0.09
H 0.519 0.710 -1.378 0.101 -0.090 0.264 0.12
H 1.966 1.297 -0.550 0.195 0.441 -0.007 0.11
H -1.433 1.254 1.591 0.140 0.053 0.272 0.15
H -0.405 -1.401 -0.576 0.145 -0.083 -0.008 0.07
H -2.127 -1.707 -0.891 0.272 -0.340 -0.128 0.12
```
Forces are in eV/Å.

**HOMO-LUMO gap**: 10.7 eV
**Relative energy (zero: lowest compared OMol25 entry of this formula, charge and spin)**: 9.2 kcal per mole
**Energy**: -11790.9158 eV
**Structure (SMILES)**: NCC(=O)NC(N)=O
**Lowest unoccupied orbital energy**: 0.56 eV

Formula: C3H7N3O2
Source: the Open Molecules 2025 dataset
Level of theory: the ωB97M-V functional and the def2-TZVPD basis

Geometry as XYZ:
```
15
Properties=species:S:1:pos:R:3:forces:R:3:lowdin_charge:R:1
C -1.153 -2.479 0.181 -0.560 -0.078 1.770 -0.24
C 0.048 0.695 -1.172 -0.962 -0.494 1.157 -0.14
C 1.919 1.871 1.067 0.334 4.468 9.827 -0.25
H -2.855 -2.907 -0.345 3.601 0.594 1.436 0.13
H -0.180 -3.802 0.382 -2.789 3.393 -0.417 0.15
H -1.018 -1.192 1.465 -0.379 -3.344 -2.507 0.21
H -0.993 -1.668 -1.790 0.097 -0.504 1.201 0.13
H -0.232 0.770 -2.160 0.115 0.634 -2.496 0.10
H -0.612 2.553 1.149 5.284 -2.034 -1.004 0.37
H 2.499 1.798 0.266 3.114 -1.235 -3.313 0.09
N -0.730 -1.599 -0.788 0.924 2.848 -2.489 -0.27
N -0.263 -0.303 -0.484 0.433 -0.786 2.376 0.02
N 0.681 2.031 0.634 -6.047 1.765 2.520 -0.06
O 0.491 2.000 -0.690 -0.471 -2.649 -1.937 -0.12
O 2.397 2.233 2.285 -2.695 -2.579 -6.125 -0.11
```
Forces are in eV/Å.

**HOMO-LUMO gap**: 8.0 eV
**Relative energy (zero: lowest compared OMol25 entry of this formula, charge and spin)**: 394.6 kcal per mole
**Energy**: -11774.1997 eV
**Lowest unoccupied orbital energy**: -0.83 eV

Formula: C3H7N3O4
Source: the Open Molecules 2025 dataset
Level of theory: the ωB97M-V functional and the def2-TZVPD basis

Geometry as XYZ:
```
17
Properties=species:S:1:pos:R:3:forces:R:3:lowdin_charge:R:1
C -0.139 0.230 0.558 0.543 2.054 -0.379 -0.34
C 0.495 -0.673 -0.510 -1.278 -0.466 -2.248 -0.06
C -0.522 -0.565 1.837 -5.660 1.655 -4.659 -0.57
H -2.004 -0.036 -0.346 1.621 4.599 2.292 0.21
H -1.781 1.507 0.961 0.622 -1.959 -2.517 0.12
H 0.801 0.995 0.534 -2.175 -1.499 1.481 0.17
H 1.381 -1.099 -0.103 1.081 0.050 0.221 0.11
H 0.034 -1.538 -1.150 -0.188 1.612 1.808 0.17
H -0.788 0.762 -2.814 3.013 -1.750 0.884 0.18
H 0.071 -1.612 3.207 1.566 4.417 -1.168 0.30
N -1.348 0.998 0.078 -1.290 -3.669 -0.415 -0.01
N 0.838 0.294 -1.605 -8.781 -7.259 0.021 -0.24
N 1.724 0.997 -1.710 9.440 7.655 0.193 -0.06
O 0.063 0.118 -2.788 -2.161 1.385 0.070 -0.01
O 2.506 1.178 -0.699 -1.094 -0.727 -1.172 -0.12
O 0.400 -0.595 2.694 0.214 -6.143 4.394 0.13
O -1.732 -0.960 1.857 4.527 0.045 1.194 0.02
```
Forces are in eV/Å.

**HOMO-LUMO gap**: 8.9 eV
**Relative energy (zero: lowest compared OMol25 entry of this formula, charge and spin)**: 175.9 kcal per mole
**Energy**: -15876.6803 eV
**Lowest unoccupied orbital energy**: -0.14 eV

Formula: C3H7N3OS
Source: the Open Molecules 2025 dataset
Level of theory: the ωB97M-V functional and the def2-TZVPD basis

Geometry as XYZ:
```
15
Properties=species:S:1:pos:R:3:forces:R:3:lowdin_charge:R:1
N -2.903 -0.178 -0.194 0.396 -0.147 0.232 0.09
C -1.526 -0.367 0.066 -1.106 -0.640 0.519 -0.45
N -1.304 -0.304 1.416 1.297 0.131 1.234 0.10
C -0.595 -0.754 -0.841 1.289 0.851 1.505 -0.02
C 0.879 -0.833 -0.645 0.142 -0.325 -2.215 -0.52
O 1.603 -1.519 -1.398 -1.415 1.102 1.818 0.01
N 1.517 -0.003 0.313 0.504 0.136 -0.126 -0.36
S 1.251 1.721 0.358 -0.222 -0.938 0.238 0.75
H -3.492 -0.501 0.593 0.490 0.250 -1.126 0.10
H -3.265 -0.376 -1.130 0.416 0.015 0.763 0.10
H -1.912 0.269 1.998 0.330 -0.219 -0.502 0.10
H -0.330 -0.407 1.773 -1.350 0.149 -0.705 0.10
H -0.888 -0.810 -1.834 -0.495 -0.573 -1.657 0.08
H 2.518 -0.180 0.207 -0.308 -0.005 0.190 0.07
H 0.812 1.739 1.632 0.030 0.215 -0.171 -0.16
```
Forces are in eV/Å.

**HOMO-LUMO gap**: 8.9 eV
**Relative energy (zero: lowest compared OMol25 entry of this formula, charge and spin)**: 24.3 kcal per mole
**Energy**: -20577.1313 eV
**Structure (SMILES)**: NC(N)=CC(=O)NS
**Lowest unoccupied orbital energy**: 0.54 eV

Formula: C3H7N3OS
Source: the Open Molecules 2025 dataset
Level of theory: the ωB97M-V functional and the def2-TZVPD basis

Geometry as XYZ:
```
15
Properties=species:S:1:pos:R:3:forces:R:3:lowdin_charge:R:1
N -1.436 1.912 -0.236 0.476 0.127 -1.023 0.04
C -1.277 0.635 0.421 -1.268 0.168 0.680 -0.33
C -2.327 -0.432 0.073 -0.285 -0.596 0.492 -0.14
O -1.563 -1.641 -0.045 -0.353 -0.348 -0.186 -0.15
N -0.201 -1.348 -0.254 0.239 1.417 0.140 0.11
C -0.039 -0.093 -0.017 1.449 -0.279 0.356 -0.39
N 1.181 0.617 0.017 -0.034 -1.425 -0.294 -0.37
S 2.785 -0.078 -0.059 -1.655 0.502 0.662 0.72
H -2.191 2.493 0.097 -0.070 -0.219 0.203 0.08
H -1.570 1.750 -1.244 0.046 0.292 0.632 0.09
H -1.276 0.801 1.526 0.318 -0.070 -0.719 0.16
H -3.090 -0.650 0.867 0.643 0.466 -0.717 0.13
H -2.850 -0.191 -0.881 0.383 -0.132 0.388 0.12
H 1.083 1.613 0.117 0.090 0.022 -0.016 0.06
H 2.896 -0.367 1.276 0.024 0.075 -0.597 -0.14
```
Forces are in eV/Å.

**HOMO-LUMO gap**: 9.2 eV
**Relative energy (zero: lowest compared OMol25 entry of this formula, charge and spin)**: 69.3 kcal per mole
**Energy**: -20575.1770 eV
**Structure (SMILES)**: N[C@H]1CON=C1NS
**Lowest unoccupied orbital energy**: 0.70 eV

Formula: C3H7N3OS
Source: the Open Molecules 2025 dataset
Level of theory: the ωB97M-V functional and the def2-TZVPD basis

Geometry as XYZ:
```
15
Properties=species:S:1:pos:R:3:forces:R:3:lowdin_charge:R:1
H 2.255 2.444 0.055 -0.955 0.085 -0.125 0.07
N 1.867 1.511 0.033 2.083 -1.085 0.651 0.15
C 0.673 1.193 0.049 -1.627 1.602 -1.347 -0.51
N -0.442 2.063 -0.114 0.587 0.797 2.535 0.10
N 0.289 -0.185 -0.049 -0.884 -2.340 -0.241 -0.08
C -0.954 -0.895 0.034 0.636 1.833 -1.315 -0.55
S -2.592 -0.445 0.073 2.703 -0.425 0.396 0.60
O 1.274 -1.097 -0.653 -0.289 0.749 2.214 -0.14
C 2.218 -1.596 0.353 1.287 1.450 1.204 -0.09
H -1.281 1.484 -0.014 -0.332 0.906 0.128 -0.04
H -0.400 2.932 0.583 -0.252 -2.715 -2.077 0.16
H -0.590 -1.881 -0.240 -0.806 -0.439 0.397 0.07
H 3.074 -2.047 -0.169 -0.793 -0.221 -0.210 0.09
H 2.711 -0.751 0.900 -0.647 -0.201 -0.804 0.07
H 1.891 -2.217 1.228 -0.711 0.004 -1.404 0.09
```
Forces are in eV/Å.

**HOMO-LUMO gap**: 8.9 eV
**Relative energy (zero: lowest compared OMol25 entry of this formula, charge and spin)**: 94.6 kcal per mole
**Energy**: -20574.0833 eV
**Structure (SMILES)**: [H]/N=C(\N)N(C=S)OC
**Lowest unoccupied orbital energy**: -0.26 eV

Formula: C3H7N3S
Source: the Open Molecules 2025 dataset
Level of theory: the ωB97M-V functional and the def2-TZVPD basis

Geometry as XYZ:
```
14
Properties=species:S:1:pos:R:3:forces:R:3:lowdin_charge:R:1
C -2.870 0.504 0.280 -2.470 -0.440 -0.844 -0.10
N -2.370 -0.520 -0.248 1.312 -1.024 0.056 -0.05
N -0.983 -0.801 -0.116 -2.493 -0.574 -1.055 -0.04
C 0.015 0.129 -0.147 0.192 0.568 -0.385 -0.85
S -0.156 1.800 -0.254 0.229 -0.640 0.340 0.63
N 1.196 -0.494 -0.127 1.786 -0.749 -0.854 -0.09
C 2.499 0.097 0.145 0.775 0.689 0.759 -0.11
H -3.997 0.447 0.102 1.525 0.821 0.604 0.09
H -2.339 1.309 0.739 -0.019 0.291 0.442 -0.01
H -0.901 -1.694 -0.644 0.683 1.081 0.854 0.15
H 1.251 -1.465 -0.477 -0.292 0.904 0.684 0.15
H 2.892 -0.404 1.050 -0.250 0.575 -0.019 0.08
H 2.476 1.224 0.281 -0.336 -1.596 -0.141 0.07
H 3.286 -0.134 -0.585 -0.642 0.095 -0.441 0.08
```
Forces are in eV/Å.

**HOMO-LUMO gap**: 8.9 eV
**Relative energy (zero: lowest compared OMol25 entry of this formula, charge and spin)**: 53.5 kcal per mole
**Energy**: -18528.1523 eV
**Structure (SMILES)**: C=NNC(=S)NC
**Lowest unoccupied orbital energy**: 0.59 eV

- Which of these has the highest energy?
  number 2

- energy of number 1 (C3H7N3O)?
  -9738.6629 eV